1.
Below is CHNO as an isolated structure in a non-equilibrium geometry, with properties calculated with ωB97M-V/def2-TZVPD.

The geometry in XYZ format:
```
4
Properties=species:S:1:pos:R:3:forces:R:3
C -0.7680 0.0831 0.0045 2.54 -1.77 -0.18
N -1.6561 0.9460 -0.0065 -0.40 0.26 0.04
O -1.6888 -0.8215 0.0029 -0.95 0.28 0.04
H 0.3282 -0.1997 -0.0209 -1.19 1.23 0.10
```
Forces are in eV/Å.

Output
- Spin multiplicity: 1
- Maximum force: 3.10 eV/A
- E_LUMO: -0.71 eV
- Calculated total energy: -4586.6509 eV
- HOMO energy: -10.4 eV
- Frontier orbital gap: 9.71 eV
- Relative energy (zero: lowest compared OMol25 entry of this formula, charge and spin): 393.2 kJ/mol

Mulliken population analysis, charges in e, atoms 1 to 2: atom 1 (C): 0.38, atom 2 (N): -0.28



2.
Below is CHNO as an isolated structure in a non-equilibrium geometry, with properties calculated with ωB97M-V/def2-TZVPD.

The geometry in XYZ format:
```
4
Properties=species:S:1:pos:R:3:forces:R:3
N -0.6967 1.0276 0.5366 1.29 -0.18 -0.50
C 0.1548 0.3880 0.0371 -2.14 3.46 1.62
O 0.8381 -0.5422 -0.4904 -2.38 -2.35 0.51
H -0.2962 -0.8734 -0.0834 3.23 -0.94 -1.63
```
Forces are in eV/Å.

Output
- Spin multiplicity: 1
- Maximum force: 4.38 eV/A
- E_LUMO: -0.58 eV
- Calculated total energy: -4587.2486 eV
- HOMO energy: -11.3 eV
- Frontier orbital gap: 10.74 eV
- Relative energy (zero: lowest compared OMol25 entry of this formula, charge and spin): 335.6 kJ/mol

Mulliken population analysis, charges in e, atoms 1 to 2: atom 1 (N): -0.37, atom 2 (C): 0.34



3.
Below is an isolated ion of composition CHNO2P and charge -1 in a non-equilibrium geometry, with properties calculated with ωB97M-V/def2-TZVPD.

The geometry in XYZ format:
```
6
Properties=species:S:1:pos:R:3:forces:R:3
C 0.6989 0.8528 0.9130 0.03 -0.08 -0.26
N 1.4541 1.5877 1.3833 0.13 0.15 0.10
O 0.0124 -1.6672 -0.0028 -0.40 0.89 1.16
O -1.0155 0.1534 -1.0970 1.17 -0.88 -2.48
P -0.7274 -0.3585 0.4148 0.72 -2.19 -0.06
H -0.4226 -0.5682 -1.6112 -1.66 2.12 1.54
```
Forces are in eV/Å.

Output
- Spin multiplicity: 1
- Maximum force: 3.10 eV/A
- E_LUMO: 4.50 eV
- Calculated total energy: -15929.1525 eV
- HOMO energy: -3.9 eV
- Frontier orbital gap: 8.45 eV
- SMILES: N#CP([O-])O
- Total charge: -1
- Relative energy (zero: lowest compared OMol25 entry of this formula, charge and spin): 6.6 kJ/mol

Mulliken population analysis, charges in e, atoms 1 to 2: atom 1 (C): 0.21, atom 2 (N): -0.46



4.
Below is an isolated ion of composition CHNO2PS and charge -1 in a non-equilibrium geometry, with properties calculated with ωB97M-V/def2-TZVPD.

The geometry in XYZ format:
```
7
Properties=species:S:1:pos:R:3:forces:R:3
C -0.2228 1.1682 -0.6856 -0.08 -1.11 0.61
N -0.4496 2.1118 -1.2743 -0.06 1.93 -1.03
O -1.0282 -0.1388 1.4584 0.91 -0.23 -1.07
O 1.4462 -0.7406 0.3507 -3.51 1.76 1.38
P -0.3565 -0.3999 0.1418 2.23 -2.26 0.35
S -0.8608 -1.7340 -1.2150 -0.18 0.57 0.57
H 1.4717 -0.2666 1.2240 0.68 -0.66 -0.82
```
Forces are in eV/Å.

Output
- Spin multiplicity: 1
- Maximum force: 4.16 eV/A
- E_LUMO: 3.78 eV
- Calculated total energy: -26765.9233 eV
- HOMO energy: -4.8 eV
- Frontier orbital gap: 8.62 eV
- SMILES: N#C[P@]([O-])(O)=S
- Total charge: -1
- Relative energy (zero: lowest compared OMol25 entry of this formula, charge and spin): 35.9 kJ/mol

Mulliken population analysis, charges in e, atoms 1 to 2: atom 1 (C): 0.28, atom 2 (N): -0.42



5.
Below is a 2-piece molecular cluster, CHNO2S overall in a non-equilibrium geometry, with properties calculated with ωB97M-V/def2-TZVPD.

The geometry in XYZ format:
```
6
Properties=species:S:1:pos:R:3:forces:R:3
C 0.1625 -0.6368 0.0118 5.07 -1.78 -0.57
N -0.3437 0.7084 0.0059 -0.70 0.95 -0.07
O 0.4500 1.6048 0.1419 0.28 0.25 0.09
O -1.5380 0.8183 -0.1463 -0.36 0.22 -0.03
S -0.6083 -1.9909 0.2076 0.13 0.59 -0.01
H 1.8776 -0.5038 -0.2210 -4.42 -0.22 0.60
```
Forces are in eV/Å.

Output
- Spin multiplicity: 1
- Maximum force: 5.40 eV/A
- E_LUMO: -2.12 eV
- Calculated total energy: -17466.8373 eV
- HOMO energy: -10.0 eV
- Frontier orbital gap: 7.91 eV
- Relative energy (zero: lowest compared OMol25 entry of this formula, charge and spin): 515.0 kJ/mol

Mulliken population analysis, charges in e, atoms 1 to 2: atom 1 (C): -0.07, atom 2 (N): 0.88



6.
Below is a 2-piece molecular cluster, CHNO3 overall in a non-equilibrium geometry, with properties calculated with ωB97M-V/def2-TZVPD.

The geometry in XYZ format:
```
6
Properties=species:S:1:pos:R:3:forces:R:3
C 0.6001 1.3181 -1.8237 -0.55 0.71 0.01
N 0.0481 -0.8066 1.1772 2.78 0.03 -1.97
O 0.7851 2.4629 -1.8384 0.35 -0.02 0.02
O 0.3258 0.1999 -1.8175 0.19 -0.72 -0.06
O -0.8309 -1.1435 1.9436 -3.75 0.59 2.48
H -0.9281 -2.0309 2.3588 0.98 -0.59 -0.49
```
Forces are in eV/Å.

Output
- Spin multiplicity: 1
- Maximum force: 4.53 eV/A
- E_LUMO (spin up / spin down): 0.47 / 0.51 eV
- Calculated total energy: -8681.9293 eV
- HOMO energy (spin up / spin down): -8.7 / -8.7 eV
- Frontier orbital gap (spin up / spin down): 9.14 / 9.18 eV
- Relative energy (zero: lowest compared OMol25 entry of this formula, charge and spin): 169.3 kJ/mol

Mulliken population analysis, charges in e, atoms 1 to 2: atom 1 (C): 0.71, atom 2 (N): -0.08



7.
Below is a 2-piece molecular cluster, CHNO3 overall in a non-equilibrium geometry, with properties calculated with ωB97M-V/def2-TZVPD.

The geometry in XYZ format:
```
6
Properties=species:S:1:pos:R:3:forces:R:3
C -1.4533 0.4329 0.2427 -0.49 -0.75 0.30
N 1.4825 -0.0015 0.6687 0.72 0.67 1.84
O -1.2798 -0.2272 1.1636 0.29 -0.57 1.27
O -1.7179 1.0177 -0.7031 -0.09 1.29 -1.50
O 1.1437 -0.3512 -0.4805 -1.48 0.26 -1.17
H 1.8249 -0.8708 -0.8914 1.06 -0.91 -0.75
```
Forces are in eV/Å.

Output
- Spin multiplicity: 1
- Maximum force: 2.09 eV/A
- E_LUMO (spin up / spin down): 0.17 / 0.20 eV
- Calculated total energy: -8682.0832 eV
- HOMO energy (spin up / spin down): -9.2 / -9.2 eV
- Frontier orbital gap (spin up / spin down): 9.40 / 9.41 eV
- Relative energy (zero: lowest compared OMol25 entry of this formula, charge and spin): 154.5 kJ/mol

Mulliken population analysis, charges in e, atoms 1 to 2: atom 1 (C): 0.72, atom 2 (N): -0.15



8.
Below is a 2-piece molecular cluster, CHNO3S overall in a non-equilibrium geometry, with properties calculated with ωB97M-V/def2-TZVPD.

The geometry in XYZ format:
```
7
Properties=species:S:1:pos:R:3:forces:R:3
C 3.1239 0.5391 0.4158 -0.10 -0.02 0.50
N 3.0704 0.4413 1.5681 -0.09 -0.07 1.17
O 1.4251 2.5643 -1.5543 0.25 -0.87 -0.01
O 3.2109 0.6160 -0.8069 0.72 0.09 -1.61
O 2.2201 1.0167 -3.2631 0.03 -0.13 0.62
S 1.6261 1.1670 -1.9407 -0.77 1.03 -0.68
H -14.6765 -6.3443 5.5811 -0.03 -0.01 0.01
```
Forces are in eV/Å.

Output
- Spin multiplicity: 1
- Maximum force: 1.77 eV/A
- E_LUMO: 4.60 eV
- Calculated total energy: -19519.1359 eV
- HOMO energy: 1.4 eV
- Frontier orbital gap: 3.23 eV
- Total charge: -2
- Relative energy (zero: lowest compared OMol25 entry of this formula, charge and spin): 49.9 kJ/mol

Mulliken population analysis, charges in e, atoms 1 to 2: atom 1 (C): 0.57, atom 2 (N): -0.60